Entry i
{"formula": "C8H13N5", "method": "ωB97M-V/def2-TZVPD", "symbols": ["C", "C", "C", "C", "C", "C", "C", "C", "N", "N", "N", "N", "N", "H", "H", "H", "H", "H", "H", "H", "H", "H", "H", "H", "H", "H"], "positions_angstrom": [[-1.947, -2.116, -0.882], [-0.620, -2.114, -0.488], [-2.369, 1.367, -0.129], [-2.176, 2.418, 0.691], [3.323, -1.332, -0.712], [-0.266, 0.175, -0.142], [-1.070, 2.545, 1.834], [3.578, -2.507, 0.095], [-2.472, -0.907, -0.618], [0.080, -1.167, -0.238], [-1.704, 0.134, -0.240], [-3.395, 1.483, -0.987], [3.569, -0.173, -0.247], [-2.582, -2.985, -0.970], [-2.770, 3.346, 0.567], [2.943, -1.382, -1.741], [-0.253, 2.537, 1.188], [-1.137, 1.735, 2.483], [-1.236, 3.456, 2.398], [4.587, -2.857, -0.086], [2.913, -3.317, -0.184], [3.539, -2.276, 1.118], [-3.972, 2.297, -0.855], [-3.735, 0.873, -1.705], [3.750, 0.128, 0.767], [3.422, 0.640, -0.915]], "e_lumo_ev": [-10.0387, -10.0370], "multiplicity": 1, "charge": 2}

=====

Entry ii
{"formula": "C8H13N5", "method": "ωB97M-V/def2-TZVPD", "symbols": ["C", "C", "C", "C", "C", "C", "C", "C", "N", "N", "N", "N", "N", "H", "H", "H", "H", "H", "H", "H", "H", "H", "H", "H", "H", "H"], "positions_angstrom": [[-4.136, 0.696, -0.106], [-2.968, 1.450, -0.128], [-4.156, -0.744, -0.176], [-1.772, 0.796, -0.134], [-1.880, -0.575, 0.119], [-0.554, 1.553, -0.136], [1.151, -0.270, 0.338], [2.546, -0.132, -0.368], [-2.936, -1.277, -0.094], [0.633, 1.084, 0.052], [0.551, -1.310, -0.449], [3.007, 1.234, -0.215], [0.675, -2.535, -0.014], [-5.189, 1.100, -0.098], [-3.085, 2.536, -0.073], [-4.961, -1.448, -0.522], [-0.751, 2.536, -0.550], [1.341, -0.511, 1.416], [2.351, -0.249, -1.419], [3.262, -0.852, -0.085], [3.474, 1.366, 0.650], [1.601, 1.676, -0.103], [3.369, 1.583, -1.050], [-2.815, -2.340, -0.086], [1.293, -2.820, 0.787], [0.617, -3.242, -0.868]], "e_lumo_ev": [-8.3813, -8.7799], "multiplicity": 1, "charge": 2}

=====

Energy ordering: entry ii at the bottom, the next structure 279.8 kJ/mol above.

=====

Entry i
{"formula": "CH8NO", "method": "ωB97M-V/def2-TZVPD", "symbols": ["O", "H", "H", "H", "C", "N", "H", "H", "H", "H", "H"], "positions_angstrom": [[1.943, -0.885, -0.514], [2.461, -0.104, -0.460], [0.631, -0.412, 0.285], [2.484, -1.643, -0.610], [-1.200, 0.940, -0.011], [-0.492, -0.384, 0.504], [-1.619, 0.711, -1.016], [-0.382, 1.588, -0.183], [-1.956, 1.516, 0.623], [-0.771, -0.343, 1.424], [-1.100, -0.985, -0.043]], "e_lumo_ev": [1.0077, 0.7178], "multiplicity": 2, "charge": 0}

=====

Entry ii
{"formula": "CH8NO", "method": "ωB97M-V/def2-TZVPD", "symbols": ["C", "N", "H", "H", "H", "H", "H", "H", "H", "H", "O"], "positions_angstrom": [[0.453, 1.099, -0.492], [0.134, 0.536, 0.902], [1.384, 0.656, -0.833], [-0.206, 0.568, -1.219], [0.343, 2.147, -0.403], [-0.373, -0.371, 0.699], [-0.282, 1.235, 1.496], [1.060, 0.329, 1.352], [-0.416, -2.020, -1.181], [-1.189, -2.487, 0.084], [-0.909, -1.693, -0.405]], "e_lumo_ev": [0.8186, 0.5215], "multiplicity": 2, "charge": 0}

=====

Energy ordering: entry ii at the bottom, the next structure 73.1 kJ/mol above.

=====

Entry i
{"formula": "CH3O4Si", "method": "ωB97M-V/def2-TZVPD", "symbols": ["O", "C", "O", "Si", "O", "O", "H", "H", "H"], "positions_angstrom": [[0.845, 1.761, 1.580], [1.070, 0.548, 1.278], [1.863, -0.266, 1.842], [0.050, -0.405, -0.079], [-1.589, 0.034, 0.131], [0.204, -0.313, -2.217], [-0.104, -1.749, 0.101], [-1.674, 0.991, -0.121], [-0.664, -0.602, -2.513]], "e_lumo_ev": 3.7336, "multiplicity": 1, "charge": -1, "smiles": "O=C([O-])[SiH](O)O"}

=====

Entry ii
{"formula": "CH3O4Si", "method": "ωB97M-V/def2-TZVPD", "symbols": ["C", "O", "O", "O", "O", "Si", "H", "H", "H"], "positions_angstrom": [[-0.369, -0.578, -1.267], [-1.909, -1.295, 0.656], [0.447, -1.023, -2.016], [0.024, 0.787, -0.606], [1.615, 2.814, 0.496], [1.090, 1.384, 0.358], [-1.130, -1.386, 1.275], [-1.417, -0.826, -0.145], [1.650, 0.121, 1.247]], "e_lumo_ev": 3.9409, "multiplicity": 1, "charge": -1}

=====

Entry iii
{"formula": "CH3O4Si", "method": "ωB97M-V/def2-TZVPD", "symbols": ["O", "C", "O", "Si", "O", "O", "H", "H", "H"], "positions_angstrom": [[-1.964, -0.697, 1.270], [-1.097, -0.134, 0.652], [-1.719, 0.610, -0.558], [0.860, 0.179, 0.532], [0.994, 1.719, 0.746], [0.695, -0.453, -1.150], [-1.078, 0.550, -1.129], [1.704, -0.931, 1.039], [1.603, -0.844, -1.402]], "e_lumo_ev": 3.8398, "multiplicity": 1, "charge": -1, "smiles": "O=C(O)[Si@H]([O-])O"}

=====

Energy ordering: entry iii at the bottom, the next structure 20.8 kJ/mol above.

=====

Entry i
{"formula": "C5H10N2O2", "method": "ωB97M-V/def2-TZVPD", "symbols": ["N", "C", "C", "C", "O", "H", "H", "H", "H", "H", "C", "C", "N", "O", "H", "H", "H", "H", "H"], "positions_angstrom": [[-1.587, -1.125, -1.079], [-0.448, -1.449, -0.261], [0.722, -2.171, -0.822], [1.019, -0.721, -0.879], [1.112, -0.024, -1.863], [-1.983, -0.228, -0.774], [-1.325, -0.991, -2.055], [-0.630, -1.609, 0.795], [1.329, -2.744, -0.131], [0.632, -2.625, -1.806], [-0.614, 2.053, 0.133], [-0.089, 1.252, 1.083], [1.193, 0.696, 0.974], [-0.437, 1.408, 2.409], [-1.446, 2.718, 0.322], [-0.372, 1.904, -0.912], [1.850, 1.391, 1.346], [1.912, -0.018, 1.005], [-0.838, 2.285, 2.513]], "e_lumo_ev": 0.1971, "multiplicity": 1, "charge": 0, "smiles": "N[C@H]1CC1=O.C=C(N)O"}

=====

Entry ii
{"formula": "C5H10N2O2", "method": "ωB97M-V/def2-TZVPD", "symbols": ["H", "N", "C", "C", "N", "C", "C", "O", "C", "O", "H", "H", "H", "H", "H", "H", "H", "H", "H"], "positions_angstrom": [[1.585, 1.746, 2.171], [1.095, 1.573, 1.297], [-0.159, 1.668, 1.327], [-0.975, 1.496, 0.111], [-1.102, 0.537, -0.689], [-0.478, -0.749, -0.640], [-0.282, -1.367, 0.744], [-1.325, -1.612, -1.370], [0.887, -0.645, -1.402], [1.965, -0.237, -0.630], [-0.746, 1.958, 2.210], [-1.585, 2.373, -0.113], [0.674, -1.071, 1.169], [-1.091, -1.067, 1.406], [-0.303, -2.446, 0.629], [-1.748, -1.089, -2.063], [1.117, -1.652, -1.762], [0.737, 0.016, -2.272], [1.735, 0.568, -0.122]], "e_lumo_ev": 0.2440, "multiplicity": 1, "charge": 0, "smiles": "[H]/N=C/C=N\\[C@@](C)(O)CO"}

=====

Entry iii
{"formula": "C5H10N2O2", "method": "ωB97M-V/def2-TZVPD", "symbols": ["C", "C", "C", "C", "C", "N", "O", "N", "O", "H", "H", "H", "H", "H", "H", "H", "H", "H", "H"], "positions_angstrom": [[1.671, -0.016, -0.611], [1.310, 0.954, 0.382], [-1.150, 0.939, 1.363], [-0.549, -0.824, -0.420], [-0.337, 0.928, 0.060], [-1.201, -0.824, -1.604], [2.310, -1.143, -0.401], [-0.331, -1.769, 0.411], [-0.688, 1.683, -0.883], [2.192, -1.427, 0.521], [1.537, 0.215, -1.661], [-1.709, -1.635, -1.922], [-1.440, 0.101, -1.951], [-0.744, -2.665, 0.145], [1.518, 0.631, 1.400], [1.671, 1.963, 0.190], [-0.837, 0.154, 2.047], [-1.019, 1.925, 1.814], [-2.204, 0.809, 1.118]], "e_lumo_ev": -0.5480, "multiplicity": 1, "charge": 0}

=====

Entry iv
{"formula": "C5H10N2O2", "method": "ωB97M-V/def2-TZVPD", "symbols": ["C", "C", "C", "C", "N", "C", "O", "N", "O", "H", "H", "H", "H", "H", "H", "H", "H", "H", "H"], "positions_angstrom": [[-0.598, 0.385, -1.665], [0.496, -0.019, -0.706], [1.696, -0.613, -1.402], [0.502, 0.261, 0.626], [1.571, 0.064, 1.492], [-0.832, 0.533, 1.235], [-1.277, 1.643, 1.489], [-1.547, -0.646, 1.336], [-2.913, -0.540, 1.680], [-0.181, 0.978, -2.486], [-1.069, -0.506, -2.092], [-1.380, 0.996, -1.207], [2.428, -1.037, -0.710], [1.376, -1.419, -2.071], [2.205, 0.146, -2.004], [2.397, 0.560, 1.161], [1.344, 0.355, 2.442], [-1.171, -1.572, 1.172], [-3.046, 0.431, 1.710]], "e_lumo_ev": 0.8006, "multiplicity": 1, "charge": 0, "smiles": "CC(C)=C(N)C(=O)NO"}

=====

Energy ordering: entry ii at the bottom, the next structure 41.3 kJ/mol above.